2 unconnected molecules or ions with the total composition CH6NPS in a non-equilibrium geometry. Source: the Open Molecules 2025 dataset; level of theory: wB97M-V/def2-TZVPD.

Structure (XYZ):
```
10
Properties=species:S:1:pos:R:3:forces:R:3:mulliken_charge:R:1
C 0.15325 -0.78280 1.07355 -6.08 1.74 -2.08 -0.7952
N 0.10726 -1.01980 -1.59400 -0.21 -0.84 -2.64 -0.5788
P 0.46506 -0.02169 -0.53582 -0.02 3.50 2.98 0.4131
S -0.90221 2.63045 -0.49785 0.28 -2.98 0.98 -0.4341
H 0.94471 -0.99586 1.62522 3.79 -0.86 2.27 0.3908
H -0.57411 -0.07509 1.69171 1.46 -1.64 -1.30 0.2304
H -0.38022 -1.71140 0.71201 0.39 0.91 0.89 0.2785
H 0.22570 -0.74423 -2.57457 -0.04 -0.32 0.43 0.2674
H 1.61659 0.79412 -0.34948 -0.10 -0.37 -0.64 0.1511
H -1.65604 1.92630 0.44923 0.54 0.87 -0.88 0.0768
```
Forces are in eV/Å.

HOMO, eV: -8.5
Charge: 0
Energy, hartree: -835.8939


2 unconnected molecules or ions with the total composition C6H5I2PS in a non-equilibrium geometry. Source: the Open Molecules 2025 dataset; level of theory: wB97M-V/def2-TZVPD.

Structure (XYZ):
```
15
Properties=species:S:1:pos:R:3:forces:R:3:mulliken_charge:R:1
C 0.75637 1.16499 -1.98711 0.21 0.84 0.29 -0.4397
C 0.33414 1.84051 -0.86047 1.31 1.67 -1.10 -0.2851
C 0.75481 -0.19096 -2.01233 -0.06 -1.68 -1.77 -0.1899
C -0.07399 1.13034 0.22978 0.54 1.73 -0.10 -0.2978
C 0.27523 -0.95312 -0.94672 0.10 -0.93 -0.03 -0.6215
C -0.00830 -0.17104 0.13523 -1.58 -3.86 1.88 0.3602
P -1.09654 -1.13537 2.58248 0.20 0.21 -1.64 0.0433
S -2.39504 -0.05880 3.51739 0.52 0.00 -0.36 -0.2738
I 0.73083 -1.93416 4.00518 0.01 0.14 -0.16 0.0487
I -2.11355 -3.28323 1.85367 0.22 0.26 -0.05 -0.0127
H 1.18503 1.64362 -2.83275 0.09 0.71 -0.49 0.3717
H 0.55695 2.91849 -0.71645 -0.59 -0.72 -0.41 0.2796
H 1.07794 -0.64082 -2.98655 -0.36 -0.04 1.20 0.2703
H -0.13690 1.72425 1.06745 -0.80 0.63 2.27 0.4265
H 0.15303 -2.05469 -1.04879 0.18 1.03 0.46 0.3203
```
Forces are in eV/Å.

HOMO, eV: -8.4
Charge: 0
Energy, hartree: -1566.4952


A molecular structure, C32H64Li6O16P2 in a non-equilibrium geometry. Source: the Open Molecules 2025 dataset; level of theory: wB97M-V/def2-TZVPD.

Structure (XYZ):
```
120
Properties=species:S:1:pos:R:3:forces:R:3:mulliken_charge:R:1
Li 0.14205 -0.53610 -2.60402 -1.17 0.02 -0.89 1.2409
Li -2.39887 -0.02389 0.54761 -0.10 -0.11 -0.05 0.4347
Li -1.63986 -2.04116 -1.16775 -0.57 0.01 -0.53 1.0411
Li 0.33619 -2.11927 1.80281 -0.39 0.58 0.13 0.9222
Li -0.69600 1.85711 -0.75677 -0.77 0.07 0.03 0.9094
Li 1.90689 -2.87487 -0.53073 -0.51 0.62 -0.51 0.7179
P 0.44851 -0.92108 -0.22551 -0.33 -1.36 -0.87 1.9085
O 0.48092 0.44784 -0.83979 1.32 0.32 0.51 -0.7442
O 1.66636 -1.45456 0.63398 0.05 0.33 0.36 -1.1458
O 0.37285 -2.00056 -1.34555 1.67 -0.71 -0.66 -1.0502
O -0.83968 -1.20822 0.52821 -0.05 0.07 2.49 -1.3371
P -2.94002 -0.06744 -1.78069 -2.56 -0.87 -2.36 0.3655
O -2.37905 1.15260 -0.94575 0.01 -0.20 -0.52 -0.8590
O -3.28706 -1.14462 -0.72239 0.39 -0.66 2.22 -0.8728
O -1.84345 -0.78173 -2.64546 1.80 0.70 0.35 -0.7837
O -4.18871 0.09910 -2.61760 0.64 1.48 0.20 -0.9595
C -0.87325 -2.31298 -6.09790 -0.43 0.78 -0.43 -0.7973
C -0.22700 -3.59341 -5.57917 -0.88 0.31 0.15 -0.5568
C 0.12698 -3.14622 -4.18613 -0.18 0.51 0.43 -0.0222
O 0.66914 -1.82297 -4.38037 0.29 -0.14 0.64 -0.0384
C 0.04853 -1.23966 -5.52090 -0.25 0.73 -0.60 -0.2553
H -1.90398 -2.19995 -5.75196 0.22 -0.05 0.63 0.2598
H -1.01696 -2.19998 -7.17597 0.60 -0.31 -0.09 0.4132
H 0.67938 -3.80967 -6.14393 -0.18 -0.52 -0.10 0.2953
H -1.00827 -4.35319 -5.52524 0.55 -0.52 -0.37 0.3229
H 0.82964 -3.76130 -3.62131 0.38 0.09 -0.33 0.2774
H -0.75900 -3.07850 -3.54647 -0.14 0.15 -0.17 -0.1915
H 0.80759 -0.90736 -6.24336 0.27 -0.52 0.06 0.3987
H -0.44499 -0.29722 -5.26929 -0.38 -0.35 0.42 0.0968
C -0.05233 2.91111 3.26970 1.63 0.33 -1.04 -0.4625
C -1.06374 3.94134 2.79909 -0.27 0.59 -0.36 -0.7679
C -1.97226 3.20657 1.82524 -0.40 -1.27 2.11 -0.3507
O -1.10366 2.24160 1.24868 0.58 0.15 -0.92 0.7342
C -0.14322 1.79942 2.21331 -1.35 -0.98 0.75 0.8742
H -0.10498 2.58673 4.30642 -0.42 -0.13 -0.07 0.4802
H 0.91903 3.40110 3.14288 0.14 -0.22 0.37 0.2740
H -0.56325 4.67657 2.16117 0.16 0.28 0.53 0.0660
H -1.54477 4.41032 3.65766 -0.25 0.21 -0.34 0.3959
H -2.56276 3.81735 1.15005 0.60 -0.10 -0.65 0.4000
H -2.70798 2.64413 2.41932 -0.11 0.04 -0.09 -0.1415
H 0.76259 1.42661 1.73360 0.17 0.79 -0.30 -1.0606
H -0.54723 0.87177 2.64410 -0.15 0.13 0.26 -0.4153
C -5.01835 -1.61789 2.47106 0.14 -0.01 -0.74 -0.2928
C -5.68201 -0.25579 2.61033 -2.04 -0.17 0.70 -1.1466
C -4.62767 0.71212 2.10809 -0.22 -1.02 0.33 -0.4274
O -3.36822 0.03723 2.37598 0.44 0.53 0.37 -0.2418
C -3.60265 -1.26829 2.87991 0.27 -0.81 -0.57 0.1127
H -5.04063 -1.86707 1.40471 0.29 -0.04 0.01 -0.0432
H -5.36793 -2.49990 3.00774 -0.47 0.38 0.29 0.5269
H -6.08600 -0.09213 3.62072 1.08 0.23 0.37 0.3167
H -6.65169 -0.10938 2.11774 0.45 -0.39 -0.84 0.4726
H -4.70162 1.64487 2.66382 0.34 0.20 -0.30 0.3974
H -4.68599 0.79925 1.02177 -0.11 0.46 0.04 0.3245
H -3.43754 -1.37038 3.95973 -0.16 0.49 0.12 0.3661
H -2.88857 -1.95160 2.40710 0.10 0.16 -0.08 -0.3623
C 2.24208 -1.50330 5.33050 -0.61 0.75 -0.76 -0.4185
C 0.84008 -1.16763 5.85846 0.34 0.18 0.82 -0.9246
C -0.10277 -1.37966 4.65760 0.22 0.26 1.05 -0.2990
O 0.72115 -1.35671 3.48247 -0.17 -0.90 0.74 0.4259
C 2.09112 -1.09541 3.88542 -0.23 0.29 -1.63 -0.1739
H 2.43136 -2.56962 5.43195 0.32 0.05 0.01 0.3419
H 3.02791 -0.86525 5.72953 0.08 -0.40 0.51 0.2737
H 0.80095 -0.15565 6.26746 0.02 0.17 -0.46 0.2732
H 0.62555 -1.77686 6.73874 -0.33 -0.25 -0.29 0.4222
H -0.83936 -0.57785 4.60719 -0.09 -0.08 -0.20 0.0853
H -0.61003 -2.33500 4.80364 -0.05 -0.07 -0.55 0.3646
H 2.20526 -0.02735 3.66514 0.34 0.05 0.62 -0.1540
H 2.72550 -1.59289 3.14729 0.02 -0.17 0.24 0.1067
C -2.72882 -5.37177 0.64770 -0.44 0.40 0.76 -0.7048
C -2.27728 -6.20446 -0.52074 0.35 0.03 -0.10 -0.6450
C -1.54391 -5.17932 -1.39127 -0.48 -0.39 0.14 -0.2850
O -2.21856 -3.94059 -1.18034 0.00 -0.40 0.03 -0.5561
C -3.10664 -4.05946 -0.05680 0.25 -0.04 1.04 1.1782
H -1.97604 -5.28000 1.44082 0.39 0.35 -0.43 0.1511
H -3.57295 -5.76502 1.22062 -0.19 -0.16 -0.43 0.4290
H -3.17021 -6.53571 -1.05258 0.17 -0.34 -0.07 0.2795
H -1.61279 -7.02579 -0.25130 -0.26 -0.20 -0.11 0.3863
H -1.60558 -5.49748 -2.43271 0.10 0.39 -0.15 0.2248
H -0.48885 -5.09901 -1.10771 0.06 0.14 0.02 0.0730
H -4.15934 -4.07228 -0.33683 0.08 0.03 -0.50 0.3512
H -2.97107 -3.18525 0.57676 -0.02 0.12 -0.14 -1.0300
C 5.06134 0.72215 2.80929 1.21 0.30 0.83 -0.1088
C 4.88017 0.18336 1.40626 -0.11 -1.16 -0.57 -0.5887
C 3.86489 1.11430 0.75151 0.32 0.10 1.47 0.9855
O 3.95964 2.32417 1.52658 -0.73 0.87 -0.75 -0.4507
C 4.76735 2.22108 2.67975 -0.43 -1.01 -0.22 -0.5596
H 6.06965 0.60479 3.22443 0.07 -0.15 -0.41 0.4294
H 4.46011 0.22184 3.56977 -0.49 0.15 -0.32 -0.3125
H 4.45852 -0.82687 1.42031 0.06 0.02 0.04 0.1287
H 5.80322 0.09094 0.83072 0.12 0.35 0.18 0.3911
H 2.87747 0.67454 0.89954 -0.15 0.21 -0.37 -0.7566
H 4.05885 1.33361 -0.29640 -0.03 0.02 -0.03 -0.0811
H 4.20055 2.55611 3.55186 0.13 0.36 -0.08 0.2937
H 5.67393 2.81299 2.53061 0.00 0.02 0.20 0.3146
C 3.52946 1.58443 -3.46365 0.41 -1.16 -1.13 -0.5450
C 2.85857 2.18526 -4.68978 -0.21 0.91 0.22 -0.6977
C 1.39405 2.15436 -4.27429 -0.08 0.85 0.21 0.0409
O 1.25707 0.90517 -3.60310 0.09 -0.05 0.03 -0.2527
C 2.54213 0.50048 -3.07888 -0.14 -0.08 0.37 0.7294
H 3.72219 2.30741 -2.67431 -0.06 0.07 -0.02 0.1510
H 4.44964 1.10448 -3.80635 0.26 0.24 0.49 0.3756
H 2.97706 1.58814 -5.59360 0.21 -0.18 0.12 0.3266
H 3.28545 3.17420 -4.87206 -0.39 0.08 -0.21 0.4436
H 0.67738 2.31004 -5.08262 0.04 -0.85 -0.19 0.3969
H 1.12091 2.98191 -3.60320 0.39 -0.11 0.34 -0.5285
H 2.76980 -0.48522 -3.49206 0.08 0.13 -0.30 0.4032
H 2.49114 0.37011 -1.99690 -0.31 0.16 0.03 -0.8453
C 0.73125 5.59944 -2.08290 -1.37 0.72 -0.52 -0.5738
C 1.96629 5.05879 -1.43808 1.36 -0.13 0.23 -0.6785
C 1.48488 3.79368 -0.68244 -0.52 0.82 0.64 0.4679
O 0.06078 3.73056 -0.90027 -0.15 -0.59 -0.40 0.2051
C -0.40905 5.01478 -1.25698 0.19 0.21 -0.48 -0.9279
H 0.68970 5.28096 -3.12727 -0.32 -0.16 0.10 0.2222
H 0.52723 6.67491 -2.09347 0.84 0.09 0.03 0.4083
H 2.46173 5.80807 -0.81486 -0.28 -0.26 0.43 0.3818
H 2.74793 4.80556 -2.15914 -0.22 -0.11 -0.17 0.2289
H 1.61691 3.90036 0.39903 0.31 -0.04 -0.03 0.2067
H 1.92610 2.84609 -0.98526 -0.04 0.03 -0.20 -0.6477
H -0.63000 5.62277 -0.37027 0.33 -0.03 0.17 0.3753
H -1.33647 5.01315 -1.83105 0.00 -0.71 0.05 0.4540
```
Forces are in eV/Å.

HOMO, eV: -5.3
Charge: 0
Energy, hartree: -3190.0596


C10H16ClNO5S in the gas phase in a non-equilibrium geometry. Source: the Open Molecules 2025 dataset; level of theory: wB97M-V/def2-TZVPD.

Structure (XYZ):
```
34
Properties=species:S:1:pos:R:3:forces:R:3:mulliken_charge:R:1
C 3.43684 1.25482 -0.06614 -0.50 1.21 0.59 -0.9090
N 2.40787 0.15693 -0.14321 0.04 0.35 -0.85 0.2925
C 3.07561 -1.18333 -0.09874 -1.27 -1.09 0.17 -0.8899
C 1.57148 0.29594 -1.34754 1.80 -0.58 -3.96 0.0955
O 2.09815 0.02724 -2.46743 -1.96 0.75 3.62 -0.6192
C 0.06684 0.80924 -1.38147 -0.03 -0.26 -0.01 -0.9034
C -0.88458 0.17268 -0.24988 0.43 -0.53 -0.64 1.5023
C -0.67076 0.98391 1.10556 0.23 0.33 0.82 -1.0150
C -1.30838 2.43771 1.11773 -0.85 1.50 -2.71 0.5941
O -1.52407 3.15640 0.13573 0.97 -2.72 3.22 -0.4669
Cl -1.83298 3.12324 2.75313 0.67 -0.90 -1.10 -0.2037
C -0.42517 -1.38599 -0.12883 -0.26 -0.06 0.96 -0.4818
C -1.56587 -2.34674 0.44886 0.98 -0.51 -1.30 -0.7805
O -2.22010 -1.73435 1.58933 -0.35 0.59 -1.34 -0.3448
S -3.67856 -1.05051 1.07875 -2.34 0.88 3.37 0.6054
O -4.31153 -0.55007 2.36044 2.03 -1.17 -3.65 -0.5166
O -3.41989 0.34830 0.17720 1.53 -0.95 0.73 -0.3488
C -2.37913 0.18903 -0.82113 0.26 1.09 -1.49 -1.0033
H 3.09092 2.17541 -0.65034 0.42 -1.31 0.71 0.3235
H 3.48463 1.59382 1.03387 0.35 -0.59 -1.67 0.2854
H 4.45657 0.94876 -0.47325 -1.36 0.30 0.57 0.3465
H 2.45275 -1.88899 -0.76067 1.23 0.92 0.95 0.2952
H 4.15592 -1.18744 -0.44923 -1.37 0.07 0.47 0.2967
H 2.94610 -1.57631 0.97243 0.67 0.51 -1.49 0.3027
H 0.10019 1.94858 -1.37527 -0.22 -1.40 0.30 0.4021
H -0.37414 0.51738 -2.40482 1.04 0.33 1.46 0.3471
H 0.46761 1.12392 1.23753 -1.64 -0.16 -0.22 0.3571
H -1.02333 0.45063 2.04768 0.29 0.59 -1.40 0.4499
H -0.14866 -1.79734 -1.16970 -0.23 0.74 1.56 0.3379
H 0.46474 -1.44837 0.59963 -1.21 0.10 -1.34 0.1314
H -1.10259 -3.36115 0.73156 -0.76 1.66 -0.03 0.3945
H -2.31736 -2.59617 -0.39041 0.88 0.47 1.34 0.3589
H -2.45768 1.10442 -1.51609 -0.14 -1.28 1.27 0.4086
H -2.63142 -0.71158 -1.49530 0.67 1.13 1.08 0.3557
```
Forces are in eV/Å.

HOMO, eV: -9.6
Charge: 0
Energy, hartree: -1679.8547


A molecular structure, C13H24N6O3Ti in a non-equilibrium geometry. Source: the Open Molecules 2025 dataset; level of theory: wB97M-V/def2-TZVPD.

Structure (XYZ):
```
47
Properties=species:S:1:pos:R:3:forces:R:3:mulliken_charge:R:1
Ti -0.33260 -0.46201 0.07814 0.97 -1.14 0.45 0.1440
N 0.67425 0.32442 2.26845 -0.13 -0.16 0.06 -0.2734
C -0.15434 0.26831 3.46979 0.02 0.08 -0.25 -0.6982
C -0.70277 -1.13667 3.60229 0.04 -0.26 -0.19 -0.8266
N -1.37129 -1.51367 2.35954 -0.19 0.24 -0.10 0.2328
C -1.78236 -2.90837 2.25685 0.21 0.12 0.08 -0.8002
C -2.21703 -3.19058 0.83455 0.11 0.17 -0.19 -0.7081
N -1.17207 -2.68478 -0.06492 -0.01 0.02 0.21 -0.3888
H 1.52236 -0.22572 2.36102 0.04 -0.02 -0.01 0.2065
H 0.94875 1.26121 2.00995 -0.02 0.09 -0.04 0.2460
H -0.98313 0.96720 3.33168 -0.01 0.03 0.00 0.2812
H 0.36049 0.55401 4.38966 0.07 -0.01 0.08 0.4399
H -1.35180 -1.22196 4.47947 -0.06 0.02 0.08 0.3314
H 0.12828 -1.83284 3.74677 0.01 -0.03 0.02 0.3780
H -2.17428 -0.90833 2.21276 -0.05 0.01 0.07 0.1102
H -2.57269 -3.18377 2.96226 -0.07 -0.02 0.06 0.3413
H -0.91164 -3.52594 2.49236 0.04 -0.01 0.03 0.3988
H -3.14558 -2.65459 0.61909 0.00 0.02 -0.04 0.3023
H -2.42229 -4.25458 0.70744 0.01 -0.10 0.02 0.4170
H -1.36084 -2.87710 -1.03933 -0.08 0.06 -0.06 0.2415
H -0.27403 -3.11182 0.14848 0.04 -0.06 -0.04 0.2635
O 1.28270 -1.39376 -0.16459 0.24 -0.23 -0.24 -0.2017
N 2.36523 -0.80466 -0.59516 -0.61 1.27 0.09 -0.8432
N 1.98444 0.51967 -0.87673 0.33 -0.67 -0.12 0.8157
O 0.80039 1.00750 -0.39115 0.73 -0.21 -0.10 -0.4192
C 2.79090 1.34930 -1.62181 -0.10 0.01 0.20 0.4837
C 2.40276 2.67530 -1.84790 0.14 0.14 -0.13 -0.4331
C 3.21767 3.51716 -2.59323 -0.11 -0.03 0.07 -0.4607
C 4.42281 3.07281 -3.11949 -0.07 -0.06 0.06 -0.6117
C 4.79983 1.75415 -2.88456 0.03 -0.14 0.04 -0.3513
C 4.00722 0.88762 -2.14709 0.10 0.15 -0.12 -0.5473
H 1.46709 3.02416 -1.43930 -0.01 0.00 0.00 0.3450
H 2.89863 4.54023 -2.76073 0.01 -0.03 0.00 0.3364
H 5.05240 3.73623 -3.69820 0.00 -0.03 0.01 0.3689
H 5.73764 1.38644 -3.28695 -0.03 0.00 0.02 0.3433
H 4.30691 -0.13566 -1.97420 -0.01 0.03 -0.01 0.4364
N -3.66193 1.88673 -0.32235 -0.16 0.54 -0.22 -0.4398
C -2.72880 0.94545 -0.46789 0.12 -0.34 -0.14 0.6589
O -1.94070 0.72026 0.47021 -1.01 0.61 0.45 -0.4852
C -2.65923 0.11831 -1.71947 0.16 0.14 -0.17 -0.5735
C -1.20851 -0.36779 -1.93935 -0.61 0.08 0.00 -0.9812
H -3.55994 2.53080 0.44629 -0.04 -0.09 0.08 0.2686
H -4.14090 2.22953 -1.13801 -0.07 -0.11 0.02 0.2281
H -3.11742 0.68797 -2.53777 -0.01 -0.02 -0.08 0.4764
H -3.32958 -0.73015 -1.54352 -0.05 -0.06 0.07 0.1577
H -0.66906 0.40806 -2.48366 0.11 0.03 -0.02 0.4330
H -1.22595 -1.24812 -2.58966 -0.03 -0.04 -0.01 0.3566
```
Forces are in eV/Å.

HOMO (spin up / spin down), eV: -4.5 / -4.4
Charge: 0
Energy, hartree: -1913.4072


CH3Cl2PS in the gas phase in a non-equilibrium geometry. Source: the Open Molecules 2025 dataset; level of theory: wB97M-V/def2-TZVPD.

Structure (XYZ):
```
8
Properties=species:S:1:pos:R:3:forces:R:3:mulliken_charge:R:1
C -1.23638 0.06281 0.09607 1.85 -2.78 0.95 -0.9264
P 1.16522 -1.22649 0.70426 -0.15 0.82 -0.56 0.1725
S 0.37616 0.00043 -0.73360 0.75 0.10 0.53 0.2064
Cl 3.07495 -1.11169 0.00710 0.41 -0.31 -0.10 -0.2031
Cl 1.04528 2.21800 -0.66225 -0.39 -0.41 0.20 -0.3404
H -1.12899 0.59117 1.06128 -0.15 -0.87 -0.36 0.3484
H -1.39014 -1.09461 0.02036 -0.62 2.25 1.01 0.3659
H -1.90610 0.56038 -0.49321 -1.71 1.19 -1.67 0.3766
```
Forces are in eV/Å.

HOMO (spin up / spin down), eV: -8.3 / -8.3
Charge: 0
Energy, hartree: -1699.7872